1.
Formula: C2H6NOS
Source: the OMol25 dataset
Level of theory: ωB97M-V/def2-TZVPD

Output
* electronic energy: -608.06643 Eh
* spin multiplicity: 1
* charge: -1
* HOMO-LUMO gap: 7.4 eV
* lowest unoccupied orbital energy: 4.103 eV

Each line ends with the Löwdin charge.
Cartesian coordinates (Å):
C  -0.166  1.414  -0.787  -0.035
H  0.089  -0.814  0.480  -0.106
O  -2.469  0.786  -0.570  -0.041
H  2.644  -1.809  1.607  -0.446
H  0.696  1.331  -0.130  0.029
H  0.133  1.113  -1.786  0.078
H  -0.538  2.433  -0.788  0.067
S  2.227  -1.052  0.581  -0.133
H  -1.667  -1.217  0.563  0.094
C  -1.294  0.525  -0.300  -0.628
N  -0.917  -0.576  0.365  0.120

***

2.
Formula: C5H3ClOS
Source: the OMol25 dataset
Level of theory: ωB97M-V/def2-TZVPD

Output
* electronic energy: -1125.87639 Eh
* spin multiplicity: 1
* charge: 0
* HOMO-LUMO gap: 9.4 eV
* lowest unoccupied orbital energy: 0.132 eV

Each line ends with the Löwdin charge.
Cartesian coordinates (Å):
C  0.921  -0.037  0.163  -0.754
C  0.318  -0.188  1.358  -0.109
Cl  2.584  0.127  -0.188  0.698
H  0.773  -0.258  2.346  0.120
S  -1.314  -1.322  -0.428  0.967
O  -1.768  1.962  -0.234  0.118
H  0.083  0.263  -1.948  0.141
H  -1.893  -0.248  1.816  0.111
C  -1.177  0.929  -0.063  -0.476
C  -1.163  -0.183  1.029  -0.390
C  -0.185  0.069  -0.868  -0.427

***

3.
Formula: C20H26MoN2O2Si
Source: the OMol25 dataset
Level of theory: ωB97M-V/def2-TZVPD

Output
* electronic energy: -1394.60295 Eh
* spin multiplicity: 3
* charge: +2
* HOMO-LUMO gap (spin up / spin down): 7.1 / 6.5 eV
* lowest unoccupied orbital energy (spin up / spin down): -7.109 / -7.551 eV

Each line ends with the Löwdin charge.
Cartesian coordinates (Å):
H  -2.390  1.771  -0.391  0.125
H  3.787  0.809  -6.477  0.115
H  1.676  0.586  -5.205  0.096
C  1.801  -2.538  -6.576  -0.079
H  -0.210  -0.341  -7.890  0.115
Si  -0.345  -1.427  -5.045  0.711
C  -0.699  1.232  1.021  -0.173
H  1.490  1.019  1.580  0.129
H  -1.201  1.144  1.977  0.124
C  -1.088  0.073  -7.382  -0.066
H  1.969  1.805  -0.994  0.127
C  -1.848  1.073  -8.009  -0.046
H  1.338  -2.571  5.189  0.109
H  0.760  0.038  -3.134  0.081
H  1.516  -3.531  3.652  0.111
C  -1.466  -0.398  -6.115  -0.307
O  0.741  -2.264  1.540  0.060
C  2.044  -0.253  -5.801  -0.112
H  -3.599  2.343  -7.872  0.119
C  1.300  -1.438  -5.864  -0.329
C  3.237  -0.133  -6.523  -0.059
H  -1.472  -2.369  0.441  0.127
C  -0.060  -1.845  2.382  -0.559
H  -2.536  -1.086  0.516  0.134
H  1.231  -3.470  -6.576  0.109
C  3.701  -1.201  -7.301  -0.046
H  -0.818  0.466  -3.815  0.139
H  4.613  -1.090  -7.895  0.122
O  0.086  -1.956  3.710  -0.005
C  1.388  -2.522  4.095  0.011
C  -3.015  1.552  -7.395  -0.051
H  -2.032  -1.477  2.740  0.181
H  -0.940  -2.782  -4.963  0.037
C  2.998  -2.415  -7.299  -0.049
H  -0.428  2.189  -2.213  0.121
H  -1.009  -0.336  -2.550  0.085
C  -3.454  1.004  -6.177  -0.066
H  2.216  -1.864  3.756  0.110
N  -1.576  -1.379  0.703  -0.083
H  3.373  -3.268  -7.874  0.120
C  0.991  1.665  -0.530  -0.167
C  0.743  1.269  0.829  -0.144
H  -1.530  1.461  -8.985  0.122
Mo  -0.133  -0.298  -0.504  1.222
H  -0.078  -1.504  -2.981  0.151
C  -0.282  1.850  -1.190  -0.205
C  -2.692  0.009  -5.555  -0.132
H  -3.050  -0.472  -4.639  0.100
N  -1.272  -1.226  2.100  0.026
C  -0.211  -0.401  -3.438  -0.231
C  -1.322  1.621  -0.225  -0.149
H  -4.394  1.335  -5.720  0.115

***

4.
Formula: C3H11NO3S
Source: the OMol25 dataset
Level of theory: ωB97M-V/def2-TZVPD

Output
* electronic energy: -799.53920 Eh
* spin multiplicity: 1
* charge: -2
* HOMO-LUMO gap: 6.1 eV
* lowest unoccupied orbital energy: 5.790 eV

Each line ends with the Löwdin charge.
Cartesian coordinates (Å):
O  5.270  0.313  0.481  -0.205
S  -4.919  0.491  -0.110  -0.023
H  0.784  -0.192  0.842  0.110
H  -2.949  0.747  1.419  0.033
H  1.404  -0.053  -1.193  0.026
H  -2.686  1.428  -0.163  0.018
H  -0.376  0.974  0.148  0.101
H  -1.063  -1.177  1.481  0.072
N  -1.062  -0.997  0.495  -0.079
C  -2.412  -0.706  -0.061  -0.358
H  -2.252  -0.767  -1.138  0.095
O  0.433  -0.328  -1.199  -0.109
C  -3.130  0.575  0.351  -0.786
O  3.183  0.062  -0.988  -0.433
H  4.468  0.134  -0.148  -0.058
H  -3.025  -1.572  0.205  0.069
H  3.464  0.485  -1.814  -0.086
H  4.883  0.646  1.292  -0.024
C  -0.014  -0.064  0.102  -0.361

***

5.
Formula: C2O4Sr
Source: the OMol25 dataset
Level of theory: ωB97M-V/def2-TZVPD

Output
* electronic energy: -407.08670 Eh
* spin multiplicity: 1
* charge: +2
* HOMO-LUMO gap: 10.3 eV
* lowest unoccupied orbital energy: -10.094 eV

Each line ends with the Löwdin charge.
Cartesian coordinates (Å):
O  -1.629  1.149  0.464  0.143
Sr  1.235  1.312  -0.960  1.893
O  2.499  -0.480  0.134  -0.138
O  -1.469  -0.423  -1.163  0.182
C  3.120  -1.326  0.571  0.188
O  -1.826  -0.235  1.117  0.287
C  -1.930  0.003  -0.163  -0.556

***

6.
Formula: C38H26N7P2PtSSe2
Source: the OMol25 dataset
Level of theory: ωB97M-V/def2-TZVPD

Output
* electronic energy: -7849.05303 Eh
* spin multiplicity: 5
* charge: +3
* HOMO-LUMO gap (spin up / spin down): 5.2 / 2.2 eV
* lowest unoccupied orbital energy (spin up / spin down): -10.016 / -13.334 eV

Each line ends with the Löwdin charge.
Cartesian coordinates (Å):
C  -0.441  -7.271  0.276  0.063
H  -4.198  -0.681  3.233  0.114
N  -0.470  -4.587  -0.463  -0.052
H  -2.048  5.682  -2.851  0.118
C  0.860  1.456  -1.331  -0.415
C  -5.072  -3.937  0.703  0.059
H  2.699  4.460  -3.564  0.110
C  0.478  0.449  -0.455  -0.422
H  -3.564  3.212  1.568  0.122
H  -5.769  -1.973  0.201  0.135
C  -1.594  -6.494  0.448  -0.059
H  -5.018  1.596  2.734  0.122
H  -1.263  2.567  0.922  0.070
H  -0.939  4.137  -1.280  0.091
H  7.122  2.142  -2.676  0.122
N  -2.620  -3.028  -0.208  -0.005
C  3.267  2.420  3.843  -0.037
P  1.733  3.021  -1.225  0.713
H  3.081  0.455  1.086  0.113
H  4.068  4.720  -1.156  0.112
C  -4.021  1.304  2.431  -0.041
C  1.664  4.730  -3.406  -0.054
H  -1.903  -1.337  2.594  0.059
C  -0.299  5.950  -4.064  -0.030
C  -4.930  -2.653  0.228  0.018
C  -2.744  -4.301  0.190  -0.133
C  1.405  1.120  2.272  -0.446
H  3.140  0.665  -2.288  0.097
C  1.029  5.602  -4.275  -0.035
C  0.977  1.833  3.389  -0.102
N  0.030  -0.553  -1.261  -0.279
H  -0.444  -8.309  0.585  0.143
Se  1.489  3.896  0.756  0.726
C  5.171  1.273  -2.523  -0.048
Pt  -0.518  -2.438  -0.686  0.969
H  -3.529  -1.226  -0.597  0.136
C  -1.914  1.853  1.415  -0.076
H  1.567  -7.250  -0.473  0.137
C  -1.570  -5.148  0.065  -0.134
C  -1.013  5.410  -3.000  -0.047
C  0.663  -6.684  -0.300  0.026
H  -6.018  -4.305  1.083  0.142
Se  0.680  -1.972  1.653  0.444
C  -3.967  -6.166  1.101  -0.199
H  1.573  6.011  -5.115  0.123
H  -0.775  6.664  -4.722  0.123
P  0.254  0.147  1.300  0.669
C  -3.200  2.216  1.780  -0.040
C  4.374  3.755  -1.543  -0.095
N  -4.977  -6.859  1.655  -0.069
C  3.848  1.471  -2.159  -0.071
C  -0.391  4.540  -2.124  -0.097
C  -2.276  -0.350  2.353  -0.121
C  5.690  3.547  -1.918  -0.042
H  -0.073  1.871  3.649  0.116
C  -1.455  0.568  1.705  -0.362
C  1.918  2.490  4.167  -0.050
C  3.453  2.715  -1.671  -0.365
C  2.763  1.044  1.941  -0.128
N  0.131  -0.188  -2.531  -0.017
N  -3.110  -8.198  1.484  -0.053
C  -3.562  0.024  2.713  -0.068
H  1.458  -4.853  -1.123  0.135
H  4.744  1.636  2.494  0.124
H  1.601  3.044  5.041  0.125
C  0.942  4.190  -2.346  -0.364
C  -3.677  -2.229  -0.215  -0.059
H  6.406  4.354  -1.843  0.122
H  3.996  2.920  4.465  0.126
C  -2.832  -6.979  0.998  -0.195
N  0.632  1.003  -2.592  0.035
H  5.479  0.314  -2.916  0.118
C  3.691  1.700  2.731  -0.054
C  0.609  -5.337  -0.657  -0.053
C  -3.964  -4.793  0.673  -0.060
S  -4.618  -8.384  2.031  1.234
C  6.090  2.306  -2.397  -0.035

***

7.
Formula: C10H17P
Source: the OMol25 dataset
Level of theory: ωB97M-V/def2-TZVPD

Output
* electronic energy: -732.32682 Eh
* spin multiplicity: 1
* charge: 0
* HOMO-LUMO gap (spin up / spin down): 6.5 / 6.6 eV
* lowest unoccupied orbital energy (spin up / spin down): -0.834 / -0.851 eV

Each line ends with the Löwdin charge.
Cartesian coordinates (Å):
P  -0.522  -2.968  -1.939  0.790
H  1.164  -1.601  -1.770  -0.041
C  -0.128  1.703  1.557  -0.374
H  0.413  3.699  1.079  0.073
H  2.331  1.008  -3.252  0.116
H  3.732  0.149  -2.593  0.047
C  0.657  1.288  0.553  -0.002
C  1.421  0.694  -0.293  0.022
C  -0.244  3.193  1.804  -0.087
H  -1.784  1.499  2.786  0.051
H  -0.407  0.561  3.558  0.117
H  -1.245  -0.064  1.939  0.086
C  2.992  0.846  -2.345  -0.051
H  -1.338  3.282  1.436  0.109
H  -3.682  -1.482  -0.518  0.011
H  -1.552  -2.517  0.129  0.056
H  -3.200  -1.221  -2.060  0.067
H  2.912  -1.897  -2.018  0.108
C  -0.943  0.861  2.550  -0.066
C  -3.081  -1.906  -1.206  -0.183
H  -3.464  -2.955  -1.559  0.098
C  -1.598  -2.047  -0.863  -0.709
H  2.153  -1.671  -0.326  0.058
H  -0.056  3.510  2.872  0.097
H  -1.137  -1.096  -0.731  0.025
C  2.231  -1.310  -1.314  -0.127
C  2.273  0.164  -1.218  -0.335
H  3.440  1.732  -2.072  0.048